Density functional theory data (wB97M-V/def2-TZVPD) for C12H4Br2NOPtS5 as an isolated structure.

The geometry in XYZ format:
```
26
Properties=species:S:1:pos:R:3:nbo_charge:R:1
Pt -1.19 -0.35 0.01 0.610
Br -0.83 4.76 -0.01 0.058
C 0.53 3.44 -0.01 -0.208
C 1.87 3.84 -0.01 -0.213
C 2.87 2.90 -0.01 -0.151
Br 4.68 3.51 -0.02 0.016
C 2.59 1.52 -0.01 -0.028
C 3.55 0.49 -0.01 -0.167
C 3.11 -0.82 0.00 -0.252
C 1.76 -1.11 0.00 0.055
N 0.83 -0.16 0.00 -0.412
C 1.23 1.14 0.00 0.054
C 0.16 2.10 0.00 0.407
O -1.06 1.69 0.00 -0.696
H 2.12 4.89 -0.02 0.236
H 4.60 0.72 -0.01 0.229
H 3.83 -1.63 -0.01 0.222
H 1.39 -2.13 0.00 0.225
S -6.36 -5.43 0.02 -0.151
C -5.19 -4.27 0.02 -0.554
S -3.49 -4.62 0.01 0.456
C -2.92 -2.97 0.01 -0.441
C -3.86 -2.01 0.01 -0.430
S -3.49 -0.32 0.01 -0.136
S -5.52 -2.56 0.02 0.460
S -1.22 -2.64 0.01 -0.187
```

- Molar mass: 693.391 g/mol
- Electronic energy: -7848.16103 Eh
- Energy above the lowest of the compared OMol25 structures with the same formula, charge and spin: 0.0 kJ/mol
- HOMO-LUMO gap: 0.211 Ha
- Net charge: -1
- LUMO: 1.80 eV
- 2S+1: 1

Density functional theory data (wB97M-V/def2-TZVPD) for a 5-piece molecular cluster, C18H40N5O9S overall.

The geometry in XYZ format:
```
73
Properties=species:S:1:pos:R:3:lowdin_charge:R:1
N -2.40 0.44 2.47 -0.001
C -2.35 1.24 1.16 -0.276
C -3.51 2.39 1.05 -0.172
C -3.29 3.71 1.99 -0.216
C -1.90 3.75 2.84 -0.218
C -0.54 4.08 1.99 -0.233
S -0.78 5.18 0.49 0.823
O 0.64 5.49 -0.13 -0.422
O -1.39 6.53 1.01 -0.398
O -1.71 4.46 -0.76 -0.213
C -2.72 0.11 -0.02 -0.409
O -2.75 -1.22 0.27 -0.194
O -2.99 0.57 -1.42 -0.321
H -1.51 0.62 3.02 0.050
H -3.18 0.79 3.08 0.072
H -1.26 1.60 0.90 0.133
H -4.53 1.87 1.38 0.129
H -3.67 2.73 -0.06 0.103
H -4.17 3.70 2.79 0.114
H -3.50 4.65 1.32 0.100
H -1.71 2.77 3.49 0.117
H -2.01 4.63 3.64 0.120
H 0.18 4.68 2.73 0.136
H 0.09 3.13 1.67 0.124
H -1.88 5.24 -1.40 0.126
C 0.22 -1.78 2.21 0.001
C 0.95 -1.35 3.45 -0.536
O 0.60 -0.37 4.10 -0.003
N 2.02 -2.09 3.85 -0.008
C 2.58 -3.26 3.24 -0.087
H -0.61 -1.09 2.01 0.051
H 0.90 -1.75 1.35 0.059
H -0.19 -2.78 2.34 0.095
H 2.45 -1.73 4.70 0.134
H 2.55 -4.08 3.96 0.075
H 3.62 -3.05 2.98 0.079
H 2.04 -3.56 2.34 0.075
C 3.28 -3.80 -1.78 -0.019
C 2.03 -3.03 -1.45 -0.537
O 2.00 -2.21 -0.53 0.009
N 0.92 -3.26 -2.20 0.019
C 0.75 -4.17 -3.30 -0.074
H 4.08 -3.50 -1.10 0.080
H 3.10 -4.87 -1.66 0.083
H 3.60 -3.58 -2.80 0.082
H 0.12 -2.70 -1.91 0.154
H 0.45 -3.59 -4.18 0.084
H -0.04 -4.88 -3.04 0.061
H 1.67 -4.72 -3.53 0.075
C -3.06 -8.10 -3.47 -0.018
C -2.37 -7.16 -2.51 -0.545
O -1.16 -7.01 -2.51 0.008
N -3.15 -6.47 -1.62 0.008
C -4.58 -6.51 -1.46 -0.080
H -2.32 -8.58 -4.11 0.083
H -3.59 -8.88 -2.91 0.082
H -3.76 -7.55 -4.10 0.085
H -2.61 -5.86 -1.02 0.150
H -4.97 -5.50 -1.61 0.091
H -4.79 -6.83 -0.44 0.083
H -5.06 -7.20 -2.16 0.073
C 5.88 7.76 -0.88 -0.022
C 5.17 7.25 -2.10 -0.557
O 5.62 7.43 -3.24 0.003
N 4.00 6.57 -1.93 0.004
C 3.32 6.26 -0.70 -0.091
H 6.79 8.29 -1.18 0.081
H 5.24 8.47 -0.35 0.083
H 6.15 6.93 -0.23 0.083
H 3.59 6.26 -2.80 0.145
H 3.23 5.17 -0.63 0.085
H 2.32 6.70 -0.75 0.063
H 3.85 6.64 0.18 0.078
```

- Molar mass: 502.611 g/mol
- Electronic energy: -2058.89111 Eh
- HOMO-LUMO gap: 0.233 Ha
- Net charge: -1
- LUMO: 2.27 eV
- 2S+1: 1

Density functional theory data (wB97M-V/def2-TZVPD) for C16H24BBaBr12O8 as an isolated structure.

The geometry in XYZ format:
```
62
Properties=species:S:1:pos:R:3:lowdin_charge:R:1
Ba -17.26 9.27 -4.12 1.542
O -13.57 11.43 -11.36 0.075
C -13.58 11.59 -10.18 -0.369
O -13.46 10.69 -9.23 0.273
B -13.49 11.28 -7.91 -0.875
O -13.61 12.71 -8.16 -0.029
C -13.70 12.97 -9.45 -0.333
O -13.87 14.04 -9.94 0.144
O -12.35 10.84 -7.09 0.260
C -12.73 10.57 -5.86 -0.422
O -12.15 10.30 -4.87 0.167
C -14.30 10.63 -5.91 -0.480
O -14.69 10.81 -7.12 0.240
O -15.02 10.37 -4.97 -0.257
Br -13.31 16.61 -7.33 0.685
C -13.38 14.76 -7.87 -0.701
C -12.62 13.82 -6.96 -0.562
Br -13.44 13.75 -5.18 0.839
H -12.98 14.65 -8.88 0.056
H -14.41 14.40 -7.93 0.048
H -11.59 14.15 -6.84 0.086
H -12.62 12.82 -7.41 -0.005
Br -18.54 15.12 -8.23 0.656
C -17.10 13.78 -8.18 -0.684
C -16.71 13.45 -6.77 -0.619
Br -17.85 12.07 -5.95 0.583
H -16.35 14.20 -8.85 0.047
H -17.45 12.89 -8.71 -0.010
H -16.70 14.34 -6.14 0.068
H -15.68 13.09 -6.75 0.002
Br -16.70 11.75 -11.11 0.728
C -15.59 11.62 -12.73 -0.658
C -16.31 11.95 -14.01 -0.637
Br -16.84 13.85 -14.04 0.595
H -15.12 10.64 -12.70 0.046
H -14.73 12.29 -12.69 0.060
H -17.24 11.40 -14.14 0.050
H -15.67 11.82 -14.87 0.063
Br -14.30 7.02 -5.34 0.632
C -13.08 6.44 -3.88 -0.581
C -12.77 7.59 -2.93 -0.630
Br -14.37 8.37 -2.21 0.647
H -12.15 6.15 -4.36 0.076
H -13.56 5.56 -3.48 0.060
H -12.27 8.35 -3.53 0.044
H -12.07 7.37 -2.13 0.083
Br -10.93 9.32 -12.89 0.623
C -12.78 8.67 -13.07 -0.696
C -12.74 7.20 -12.67 -0.646
Br -14.46 6.44 -13.32 0.575
H -13.10 8.84 -14.09 0.048
H -13.40 9.31 -12.45 0.017
H -12.93 7.05 -11.61 0.038
H -11.90 6.67 -13.09 0.046
Br -16.73 11.91 -2.53 0.552
C -15.16 13.03 -2.16 -0.602
C -13.96 12.09 -2.21 -0.726
Br -12.38 13.16 -1.70 0.658
H -15.34 13.56 -1.24 0.071
H -15.08 13.73 -2.99 0.009
H -13.80 11.55 -3.14 0.002
H -14.11 11.38 -1.40 0.024
```

- Molar mass: 1451.348 g/mol
- Electronic energy: -32164.31955 Eh
- Energy above the lowest of the compared OMol25 structures with the same formula, charge and spin: 501.9 kJ/mol
- HOMO-LUMO gap: 0.243 Ha
- Net charge: +1
- LUMO: -4.64 eV
- 2S+1: 1

Density functional theory data (wB97M-V/def2-TZVPD) for C38H44InN7S as an isolated structure.

The geometry in XYZ format:
```
91
Properties=species:S:1:pos:R:3:lowdin_charge:R:1
In -0.39 -0.21 -0.18 0.902
C -3.50 -4.00 3.66 -0.098
C -2.49 -3.07 4.33 -0.209
C -1.45 -2.57 3.37 -0.141
C -0.17 -2.99 3.22 -0.144
C 0.56 -4.02 4.03 -0.202
C 1.34 -3.38 5.18 -0.096
C 0.42 -2.21 2.15 -0.245
C 1.71 -2.29 1.71 0.041
C 2.35 -1.53 0.70 -0.246
C 3.73 -1.50 0.43 -0.161
C 4.80 -2.25 1.16 -0.208
C 5.31 -1.48 2.39 -0.103
C 3.92 -0.58 -0.61 -0.160
C 2.64 -0.09 -0.95 -0.276
C 2.35 0.83 -2.09 -0.676
C 1.25 1.82 -1.90 -0.283
N 0.12 1.60 -1.22 0.042
C -0.68 2.72 -1.36 -0.240
C -1.95 2.88 -0.79 0.049
C -2.62 2.05 0.09 -0.244
N -2.11 0.87 0.62 0.037
C -3.01 0.39 1.49 -0.238
C -2.85 -0.76 2.29 -0.002
C -1.68 -1.50 2.40 -0.241
N -0.55 -1.32 1.68 0.028
C -4.17 1.25 1.52 -0.147
C -3.91 2.29 0.66 -0.149
C -4.82 3.42 0.31 -0.205
C -5.65 3.14 -0.94 -0.095
C -5.37 1.06 2.39 -0.209
C -5.14 1.53 3.83 -0.103
C 0.00 3.66 -2.17 -0.147
C 1.22 3.10 -2.50 -0.155
C 2.31 3.66 -3.36 -0.204
C 3.39 4.40 -2.56 -0.100
C -0.50 5.02 -2.54 -0.201
C -0.29 6.06 -1.43 -0.100
N 1.71 -0.65 -0.16 0.032
C 5.21 -0.29 -1.31 -0.207
C 5.50 -1.28 -2.44 -0.109
H -4.28 -4.32 4.36 0.060
H -3.01 -4.90 3.27 0.072
H -3.98 -3.50 2.82 0.070
H -2.00 -3.60 5.16 0.096
H -3.01 -2.22 4.77 0.102
H 1.24 -4.58 3.39 0.104
H -0.15 -4.74 4.43 0.099
H 2.06 -2.66 4.80 0.066
H 1.88 -4.13 5.77 0.061
H 0.67 -2.84 5.85 0.070
H 2.34 -3.01 2.22 0.100
H 5.63 -2.45 0.49 0.096
H 4.42 -3.23 1.48 0.097
H 5.70 -0.51 2.09 0.068
H 6.10 -2.03 2.91 0.057
H 4.49 -1.30 3.09 0.065
H 3.26 1.41 -2.24 0.063
H -2.47 3.79 -1.07 0.104
H -3.67 -1.04 2.94 0.082
H -4.23 4.33 0.16 0.100
H -5.49 3.63 1.15 0.098
H -5.00 2.95 -1.80 0.074
H -6.31 3.98 -1.19 0.060
H -6.27 2.25 -0.80 0.073
H -5.65 0.00 2.39 0.105
H -6.23 1.59 1.97 0.097
H -4.28 1.01 4.26 0.065
H -6.01 1.34 4.46 0.059
H -4.92 2.60 3.85 0.069
H 1.88 4.34 -4.10 0.098
H 2.76 2.84 -3.92 0.085
H 2.96 5.26 -2.02 0.054
H 4.19 4.77 -3.21 0.059
H 3.83 3.74 -1.82 0.067
H -1.57 4.98 -2.79 0.101
H 0.01 5.36 -3.44 0.097
H -0.82 5.75 -0.52 0.067
H -0.66 7.05 -1.72 0.059
H 0.77 6.13 -1.18 0.060
H 6.03 -0.29 -0.58 0.093
H 5.18 0.72 -1.73 0.096
H 5.58 -2.30 -2.04 0.062
H 6.43 -1.04 -2.95 0.057
H 4.68 -1.26 -3.16 0.027
S 2.04 -0.10 -3.65 0.332
N -4.97 -3.16 -3.60 0.044
C -3.86 -3.11 -3.27 -0.443
N -2.59 -3.17 -2.94 0.057
C -2.02 -2.27 -2.22 -0.316
N -1.44 -1.54 -1.52 0.126
```

- Molar mass: 745.704 g/mol
- Electronic energy: -2446.19308 Eh
- Energy above the lowest of the compared OMol25 structures with the same formula, charge and spin: 44.5 kJ/mol
- HOMO-LUMO gap: 0.178 Ha
- Net charge: -2
- LUMO: 4.13 eV
- 2S+1: 1

Density functional theory data (wB97M-V/def2-TZVPD) for C2H3N5O as an isolated structure.

The geometry in XYZ format:
```
11
Properties=species:S:1:pos:R:3:nbo_charge:R:1
C 2.14 -0.24 0.20 0.467
C -0.10 -0.70 -0.13 0.531
H 3.19 -0.84 0.51 0.170
H -1.81 2.32 0.20 0.493
H 0.45 1.30 0.26 0.455
N 1.17 -1.20 -0.02 -0.604
N -1.36 -1.11 -0.03 -0.287
N -2.29 -0.16 -0.01 0.047
N -1.64 0.96 0.11 -0.172
N -0.26 0.69 -0.03 -0.379
O 2.08 1.08 -0.19 -0.721
```

- Molar mass: 113.080 g/mol
- Electronic energy: -426.82484 Eh
- Energy above the lowest of the compared OMol25 structures with the same formula, charge and spin: 611.2 kJ/mol
- HOMO-LUMO gap: 0.296 Ha
- Net charge: 0
- LUMO: -1.48 eV
- 2S+1: 1